[1]
C33H62INO8S | ωB97M-V with the def2-TZVPD basis set

Values from the calculation:
Net charge: 0
LUMO level, Eh: 0.0101
HOMO energy, eV: -9.732
HOMO-LUMO gap, eV: 10.005

Positions of all 106 atoms, in Å:
C: -2.85 4.23 5.05
C: -2.25 0.03 -5.01
C: 7.80 -2.95 3.64
C: -3.40 -0.03 -6.01
H: -1.15 4.32 2.00
C: 2.65 -0.58 -1.82
H: -3.59 0.55 -3.38
H: -5.73 1.67 1.15
H: 5.77 -4.51 4.75
H: 2.83 -1.04 2.34
C: -3.61 -1.21 -1.53
H: -1.53 -0.75 -5.26
H: 0.06 0.54 -2.16
C: -1.52 -2.22 -2.76
H: 7.36 2.75 -0.47
H: 8.00 2.58 -3.45
H: -4.90 -0.92 0.61
C: 4.36 -2.57 2.20
H: -7.43 0.21 0.58
C: -4.43 0.06 0.50
H: -3.45 0.94 -1.18
C: -2.31 2.58 2.47
O: -7.59 1.33 -1.09
H: 4.07 -4.55 2.99
C: 0.09 -0.45 -1.69
H: 2.54 0.13 -2.64
O: -3.11 -3.29 -5.81
H: 4.05 -2.86 1.19
I: -4.76 1.60 -5.80
C: 4.88 -3.81 2.92
H: -0.69 -0.51 -0.94
N: -0.89 -2.86 0.46
H: -0.26 1.89 2.30
H: -1.91 0.62 -2.98
H: 3.78 0.77 -0.57
H: -0.81 4.06 4.41
H: 8.66 3.70 -1.39
H: 4.89 -0.66 -2.83
H: 7.60 -3.06 2.58
H: -4.93 4.71 5.46
C: -2.01 4.07 2.62
C: 7.70 2.20 -2.48
C: 7.91 2.92 -1.39
C: 3.18 -1.91 2.90
C: -2.65 0.03 -3.53
H: 5.80 -1.17 -1.43
H: -2.55 2.37 1.42
H: -7.10 0.36 -2.85
H: -3.91 0.32 1.42
H: 3.89 -0.98 -0.17
H: -4.03 6.01 4.69
H: -2.85 4.64 2.21
H: -5.19 1.84 -0.51
H: -2.40 -0.03 -0.14
H: -3.02 3.15 5.12
H: -6.58 -0.46 -0.81
H: 2.82 -1.59 -2.20
S: -3.04 -3.35 -4.40
C: 1.40 -0.62 -0.93
C: -1.23 -3.07 -0.63
H: 0.01 -1.18 -3.72
H: 1.46 0.12 -0.14
H: -1.75 0.98 -5.19
H: 0.61 -2.36 -2.59
H: -4.56 4.61 3.75
C: -2.79 -1.32 -2.82
H: -7.86 1.95 -2.99
O: 5.84 0.89 -1.83
H: -3.21 2.31 3.04
H: -1.54 5.60 4.04
H: 2.34 -2.60 2.99
H: 5.17 -1.84 2.08
C: -4.17 4.93 4.71
H: 4.60 -3.23 4.98
H: 6.21 -1.56 4.05
C: 5.16 -0.38 -1.81
C: -1.73 4.52 4.05
C: -7.14 1.37 -2.42
O: 7.55 -0.11 -2.90
C: 5.42 -3.56 4.33
O: -1.54 -2.91 -4.01
H: -4.64 -1.13 -1.89
C: 3.89 -0.24 -0.96
O: -3.71 -2.10 -3.71
C: -0.14 -1.58 -2.72
C: -3.37 0.00 -0.63
H: 8.59 -2.20 3.75
C: -1.15 1.68 2.89
H: 5.66 -4.27 2.31
C: 7.03 0.88 -2.44
H: 8.19 -3.90 4.02
H: -1.40 0.62 2.74
C: -5.52 1.11 0.23
O: -3.46 -4.54 -3.76
H: -3.56 -2.13 -0.95
H: -3.00 0.05 -7.01
H: -0.90 1.81 3.95
H: 6.82 -2.39 5.46
O: -1.70 -3.30 -1.81
C: -6.82 0.47 -0.28
H: 1.37 -1.59 -0.43
H: -2.53 4.55 6.04
H: 3.44 -1.56 3.90
H: -3.95 -0.96 -5.97
H: -6.16 1.85 -2.51
C: 6.55 -2.53 4.41


[2]
C33H62NO13PS | ωB97M-V with the def2-TZVPD basis set

Values from the calculation:
Net charge: 0
LUMO level, Eh: -0.0060
HOMO energy, eV: -8.507
HOMO-LUMO gap, eV: 8.343

Positions of all 111 atoms, in Å:
C: -1.07 2.00 -4.70
C: 2.43 1.25 2.02
C: 3.57 0.53 -1.28
H: -4.72 6.87 -4.53
C: 4.72 2.08 1.81
C: -0.27 1.35 7.49
C: 1.04 -6.12 1.05
C: -0.51 -3.05 6.44
C: -5.01 1.94 -6.34
H: 4.85 1.71 0.79
O: 3.76 1.31 2.52
H: 2.56 0.52 7.03
C: 3.56 -6.09 -0.76
C: -3.73 5.30 -3.45
N: -6.78 0.50 -5.73
C: -2.22 2.27 -2.37
H: 2.71 -0.46 0.75
H: -1.72 4.40 -7.12
O: -5.42 -1.47 -5.93
H: 2.91 -0.01 -1.97
H: -2.80 -0.07 -4.72
H: -0.49 -0.40 -3.65
O: 3.36 3.97 1.11
H: -0.31 1.15 8.57
H: 2.94 5.93 1.63
H: -2.96 5.96 -3.07
H: 4.20 1.21 -1.85
O: -7.71 2.64 -4.22
C: -0.99 0.16 -2.86
H: 0.10 2.36 7.32
C: -4.44 0.80 -5.71
C: 0.05 -5.13 -0.87
H: 2.98 -5.59 1.87
O: 0.95 -4.98 0.21
O: -7.12 1.89 -7.67
H: 4.08 -3.21 2.30
H: 5.68 1.88 2.31
H: -7.31 3.35 -3.71
H: -0.80 -1.34 7.74
C: 4.72 -3.57 1.49
H: -1.47 4.48 -5.36
H: -0.04 -4.04 6.50
H: -2.13 3.35 -2.22
P: -6.60 1.42 -4.17
C: 1.71 0.04 7.53
H: 1.19 0.42 0.49
H: 1.68 0.39 8.56
H: 2.06 -1.84 6.50
H: -2.14 1.85 -1.35
C: 4.49 -4.92 -0.44
H: 5.32 -4.39 1.89
H: 2.46 -7.24 2.14
H: 2.90 -1.64 8.01
H: -0.54 2.94 -4.88
H: -5.24 5.21 -5.00
H: -4.76 3.93 -7.01
H: 1.88 0.68 2.77
C: -2.47 2.01 -5.32
H: 1.44 -3.75 4.96
O: 0.01 -2.30 5.36
C: -4.40 5.84 -4.72
C: -3.01 3.11 -5.97
H: 1.98 2.24 2.00
H: -3.20 1.98 -2.74
H: -0.41 0.05 -1.93
H: 4.22 -0.18 -0.76
H: 0.58 -6.99 0.58
H: 5.43 -5.31 -0.03
H: -4.51 5.19 -2.68
H: 4.07 -6.71 -1.50
H: -2.00 -0.19 -2.63
O: 3.88 -3.99 0.44
C: 4.52 3.58 1.83
H: 5.37 -2.75 1.16
H: 0.29 -4.37 -1.61
C: 2.26 0.53 0.70
H: -1.58 -3.19 6.26
C: 0.77 -3.05 4.44
O: 0.54 0.41 6.82
O: -6.92 0.32 -2.98
H: 1.38 -2.36 3.86
H: 2.50 4.71 2.86
C: -1.04 1.69 -3.17
H: -0.12 2.12 -2.76
C: 1.94 -1.46 7.52
H: -6.48 0.59 -2.17
S: -3.24 5.94 -6.12
H: 0.50 -5.88 1.97
H: 2.65 -5.74 -1.25
O: 1.00 -2.24 8.25
H: 0.11 -3.60 3.76
H: -0.87 -2.90 8.52
C: 2.49 -6.44 1.39
C: -3.20 0.81 -5.21
C: -0.33 -2.33 7.77
H: -0.52 1.19 -5.19
O: 2.80 1.30 -0.37
C: -5.53 -0.29 -5.78
H: -1.28 1.26 7.10
O: 3.28 -6.95 0.33
H: -0.98 -4.98 -0.53
C: -2.22 4.42 -6.15
C: -4.31 3.08 -6.50
H: 5.38 4.05 1.35
H: 4.48 3.92 2.87
C: -6.44 1.54 -6.74
H: -3.29 4.32 -3.63
H: 4.71 -4.40 -1.38
C: 2.56 4.92 1.79
H: 0.15 -6.11 -1.34
H: 1.55 4.85 1.38